{"formula": "C18H56N4O10YZr", "method": "the ωB97M-V functional and the def2-TZVPD basis", "species": ["Zr", "Y", "O", "C", "C", "O", "H", "H", "H", "H", "C", "C", "C", "O", "C", "N", "H", "H", "H", "H", "H", "H", "H", "H", "H", "H", "H", "C", "C", "C", "O", "C", "N", "H", "H", "H", "H", "H", "H", "H", "H", "H", "H", "H", "C", "C", "C", "O", "C", "N", "H", "H", "H", "H", "H", "H", "H", "H", "H", "H", "H", "C", "C", "C", "O", "C", "N", "H", "H", "H", "H", "H", "H", "H", "H", "H", "H", "H", "O", "H", "H", "O", "H", "H", "O", "H", "H", "O", "H", "H"], "positions_angstrom": [[3.19544, -0.60757, 4.73019], [1.71387, -4.46367, 3.37468], [1.43447, -2.63863, 1.89318], [1.07484, -1.30562, 1.51984], [2.24702, -0.18628, 1.47591], [2.83822, 0.13750, 2.72553], [0.31483, -0.96244, 2.22178], [0.63620, -1.34569, 0.52280], [1.88759, 0.63980, 0.86231], [3.14204, -0.49688, 0.93688], [2.35883, 4.88814, 0.10973], [1.52759, 3.78430, 0.74905], [1.74050, 3.73136, 2.26012], [1.17410, 4.85676, 2.90410], [1.63062, 5.14321, 4.27231], [0.22093, 4.24075, 0.53863], [3.41660, 4.63340, 0.17567], [2.30383, 5.74454, 0.78178], [2.08424, 4.96934, -0.94198], [1.79666, 2.89458, 0.17975], [2.80328, 3.52350, 2.38422], [1.30296, 2.78209, 2.56920], [2.68658, 4.96507, 4.47556], [1.01956, 4.50329, 4.90886], [1.36829, 6.18682, 4.44598], [0.20178, 4.95064, 1.25681], [0.21699, 4.79469, -0.30591], [-2.35299, -0.28821, 3.18096], [-3.28552, -1.46569, 2.55471], [-4.61192, -0.92951, 2.06838], [-5.32379, -0.35770, 3.22828], [-6.19739, 0.69563, 2.95011], [-2.52341, -2.21071, 1.55068], [-1.40956, -0.63210, 3.60495], [-2.91244, 0.18067, 3.99045], [-2.26145, 0.48574, 2.41891], [-3.55967, -2.09466, 3.40167], [-5.29940, -1.64474, 1.61681], [-4.43314, -0.17407, 1.30323], [-6.89689, 1.12174, 3.66930], [-6.77664, 0.35996, 2.08994], [-5.59195, 1.53756, 2.61438], [-2.33381, -1.67151, 0.71796], [-1.56346, -2.15999, 1.86057], [1.68896, 3.14396, -5.29561], [0.82331, 2.19364, -4.44638], [1.41214, 2.01357, -3.06565], [0.64789, 0.95631, -2.46145], [1.23382, -0.35082, -2.40850], [-0.58924, 2.57551, -4.45393], [1.07884, 3.56179, -6.09641], [2.44308, 2.48499, -5.72591], [2.27303, 3.86444, -4.72301], [0.76825, 1.20257, -4.89675], [1.33694, 2.96362, -2.53665], [2.47917, 1.82807, -3.18863], [2.02287, -0.33237, -1.65672], [1.62375, -0.81163, -3.31608], [0.55716, -1.01963, -1.87659], [-0.98641, 1.89329, -3.82391], [-0.66276, 3.39257, -3.86477], [-1.04512, -4.12130, -1.00408], [-1.92533, -4.09520, -2.22712], [-1.23780, -4.42676, -3.62584], [-1.87591, -4.10754, -4.90005], [-1.14550, -4.71585, -5.93443], [-3.07435, -4.88487, -2.06651], [-1.58658, -4.16199, -0.05895], [-0.40583, -3.24099, -0.93734], [-0.42730, -5.01756, -0.94815], [-2.27216, -3.07816, -2.40995], [-0.95590, -5.47247, -3.74882], [-0.27432, -3.96427, -3.84014], [-0.21326, -4.21164, -6.18902], [-1.79497, -4.64384, -6.80684], [-1.03541, -5.80005, -5.91213], [-3.43885, -4.93122, -3.00730], [-3.76048, -4.39652, -1.50898], [-0.67956, -4.40706, 2.66632], [-1.57515, -4.74285, 2.62916], [-0.71173, -3.58334, 2.17981], [3.04358, -3.83258, -0.51485], [3.84777, -3.31707, -0.45359], [2.34088, -3.18264, -0.50941], [5.44793, 2.63741, 1.31322], [5.62912, 2.11608, 0.53116], [4.76723, 2.14822, 1.77534], [2.51986, 1.55082, 5.11562], [3.05902, 2.34132, 5.14112], [1.62490, 1.86660, 5.24041]], "atomic_forces_ev_per_a": [[-0.68, 2.80, -4.57], [-2.17, 3.72, -3.52], [0.90, -2.45, 2.69], [1.42, 0.63, 0.46], [0.20, -2.29, -0.23], [-0.12, -1.73, 4.34], [-0.07, 0.33, -0.04], [0.02, 0.07, -0.14], [-0.38, 0.59, 0.81], [-0.32, -0.74, -0.64], [1.85, 0.11, 0.53], [0.77, 0.28, 0.16], [0.41, -1.08, -0.20], [1.53, -0.52, 0.04], [-1.09, -0.37, -0.91], [-0.73, 0.65, -0.19], [0.26, -0.36, -0.24], [-0.50, 0.57, -0.79], [0.06, 0.69, 0.20], [-0.18, -0.62, 0.40], [0.46, 0.84, 0.50], [-0.71, -0.22, 0.56], [0.17, 0.11, -0.52], [-0.04, 0.07, 0.38], [0.15, -0.17, 0.10], [-1.48, 0.48, 0.61], [-0.86, -0.27, -0.69], [-2.40, -0.60, -0.61], [1.10, 1.35, 1.85], [-1.08, 1.45, 0.75], [1.46, -1.19, 0.27], [-0.14, 0.51, -2.05], [0.45, -0.48, -0.16], [0.11, -0.23, -0.28], [0.01, -0.05, 0.11], [0.54, 0.01, -0.09], [0.31, -0.49, -0.11], [0.24, -0.50, 0.05], [-0.13, 0.46, -0.04], [0.47, -1.05, 0.88], [-0.44, 0.37, -0.27], [0.10, 0.41, -0.28], [-1.03, 0.42, -0.66], [0.31, -0.07, 0.70], [0.46, -0.98, 0.15], [-1.72, 0.70, -3.40], [-0.17, -0.96, 1.18], [0.87, 0.20, 0.01], [0.32, 0.37, 1.50], [2.21, -0.42, 2.69], [0.21, 0.26, 0.20], [0.10, 0.12, -0.33], [-0.47, 0.37, -0.02], [0.58, -0.22, -0.06], [-0.46, -0.18, 0.41], [0.05, -0.55, 0.01], [0.82, 0.29, -0.26], [-0.28, 0.41, -0.32], [-0.78, 0.08, -0.73], [-1.21, -0.75, -0.57], [-0.54, 1.35, -0.70], [0.98, -0.25, 0.49], [1.18, 0.51, -2.16], [0.64, 0.06, -0.65], [-0.27, -0.52, 2.36], [-1.21, -0.18, -2.15], [-0.91, -0.10, -0.69], [-0.68, 0.20, -0.31], [0.22, 0.06, -0.21], [0.21, -0.06, -0.40], [0.00, 0.88, 0.16], [-0.24, -0.55, 0.72], [0.55, 0.51, 1.07], [0.26, 0.10, 0.35], [0.07, 0.55, -0.14], [0.38, -0.12, 1.02], [-0.92, -0.83, -0.08], [-0.33, -0.32, 0.39], [2.18, -0.25, 0.89], [-0.71, -0.66, 0.24], [-0.07, 0.45, -0.54], [-0.19, -0.32, 0.46], [0.45, 0.04, -0.21], [-0.23, 0.14, -0.06], [-0.26, 0.17, 0.19], [0.32, -0.06, -0.34], [-0.15, -0.15, 0.13], [-0.01, -1.46, 0.43], [0.72, 0.49, 0.02], [-0.76, 0.17, 0.14]], "charge": 5, "homo_ev": -19.369, "energy_ev": -48261.3700}